# C5H13N3O

2 unconnected molecules or ions with the total composition C5H13N3O (ωB97M-V with the def2-TZVPD basis set, the OMol25 dataset).

Atoms and positions in Å:
C: -2.09457 0.20326 1.06890
C: -1.46727 0.55785 -1.73925
C: -1.04530 -0.58968 -0.87646
N: -1.35245 -0.79223 0.33889
H: -0.53522 -1.40924 -1.37168
H: -1.67982 1.21120 0.95747
H: -3.13485 0.23534 0.73152
H: -2.09102 -0.07584 2.12301
H: -1.21290 0.37875 -2.77952
H: -2.53832 0.73865 -1.64672
H: -0.95162 1.45809 -1.40128
C: 2.11713 -1.60414 0.28847
C: 1.64860 -0.18858 0.39035
N: 1.21614 0.23270 1.60900
O: 1.35986 1.91045 -0.45422
N: 1.73777 0.54662 -0.65977
H: 1.73785 2.34976 -1.22495
H: 0.79588 1.14898 1.62642
H: 0.79560 -0.45287 2.21311
H: 1.30261 -2.28047 0.54156
H: 2.93667 -1.76795 0.98665
H: 2.45522 -1.81063 -0.72151

Cartesian forces, eV/Å:
C -0.12 0.20 0.02
C 0.20 0.23 0.28
C -0.90 -0.50 0.22
N 0.50 -0.33 -0.42
H 0.29 -0.01 -0.03
H -0.03 0.01 0.02
H -0.04 0.03 0.02
H -0.07 0.15 -0.01
H 0.00 0.01 -0.04
H -0.07 -0.02 -0.03
H 0.01 0.12 -0.08
C -0.20 0.09 -0.13
C 0.01 0.55 -0.28
N 0.09 0.45 0.23
O -0.20 -0.45 0.52
N 0.65 -0.12 -0.39
H -0.07 -0.22 0.10
H -0.01 -0.06 0.04
H 0.01 -0.02 -0.08
H -0.09 -0.09 0.04
H 0.03 0.00 0.03
H 0.02 0.01 -0.05

Results
E_LUMO = 0.923 eV
total charge = 0
F_max = 1.055 eV/A
DFT total energy = -11911.8284 eV
highest occupied orbital energy = -8.61 eV
HOMO-LUMO gap = 9.53 eV
SMILES = C/C(N)=N/O.C/C=N\C

These are the Mulliken partial charges, in e, on atoms 1 to 4: number 1, C, carries -0.998; number 2, C, carries -1.141; number 3, C, carries 0.300; number 4, N, carries -0.449



# C5H13N3O

C5H13N3O in the gas phase (ωB97M-V with the def2-TZVPD basis set, the OMol25 dataset).

Atoms and positions in Å:
C: 1.73372 1.15737 0.12666
C: -0.25161 1.04929 1.54569
N: 0.28790 1.01316 0.19922
C: -0.16327 -1.65662 0.17786
N: 0.71715 -2.70454 0.22268
O: -1.19777 -1.70484 0.81927
H: 1.66056 -2.52930 -0.08660
H: 0.39218 -3.46352 0.80771
H: 2.24352 0.30543 0.58665
H: 2.09291 1.25407 -0.90222
H: 0.02091 1.99638 2.02396
H: -1.33944 0.96761 1.57512
H: 0.18072 0.25001 2.15549
H: 2.04065 2.07538 0.63867
C: -1.90559 0.64133 -1.03065
C: -0.39351 0.44843 -1.02247
N: 0.02381 -0.91344 -1.07885
H: 0.73706 -1.21139 -1.72304
H: 0.02353 0.97075 -1.89246
H: -2.40849 0.19840 -0.16842
H: -2.33279 0.15086 -1.91168
H: -2.16215 1.70519 -1.06261

Cartesian forces, eV/Å:
C -0.76 0.02 0.00
C 0.16 0.08 -0.35
N -0.56 1.39 -1.33
C -1.07 -1.82 -3.72
N 0.15 0.62 0.34
O 0.77 1.20 0.13
H -0.06 -0.64 0.32
H 0.79 0.13 0.01
H 0.29 -0.10 0.11
H -0.23 -0.11 0.00
H 0.00 0.06 -0.01
H 0.21 -0.10 -0.16
H -0.16 -0.13 0.21
H 0.04 -0.13 0.14
C -0.28 0.04 0.10
C 0.96 1.08 1.90
N -0.96 -1.54 1.94
H 0.09 0.03 0.29
H 0.00 -0.07 0.14
H 0.28 -0.01 -0.06
H 0.19 0.11 0.05
H 0.15 -0.12 -0.04

Results
E_LUMO = 0.734 eV
total charge = 0
F_max = 4.273 eV/A
DFT total energy = -11913.2003 eV
highest occupied orbital energy = -7.71 eV
HOMO-LUMO gap = 8.44 eV
SMILES = C[C@H](NC(N)=O)N(C)C

These are the Mulliken partial charges, in e, on atoms 1 to 4: number 1, C, carries -0.949; number 2, C, carries -0.931; number 3, N, carries 0.078; number 4, C, carries 0.501



# C5H13N3O

A molecular structure, C5H13N3O (ωB97M-V with the def2-TZVPD basis set, the OMol25 dataset).

Atoms and positions in Å:
C: -0.22110 2.12581 0.89763
N: -1.27023 1.73396 0.13157
C: 0.65206 0.74547 1.84259
C: -0.13794 -0.03219 2.58950
H: -1.08045 1.15416 -0.71663
H: -2.11319 1.48058 0.62864
H: -0.47030 2.79750 1.71777
H: 0.63924 2.45956 0.32553
H: 1.55304 1.15276 2.29835
H: -1.07090 -0.41952 2.19413
H: 0.14750 -0.38972 3.57216
C: 1.41700 -0.16700 -0.80042
N: 0.20801 -2.04009 -1.69762
C: 0.28461 -0.67818 -1.55110
N: -0.97934 -2.68565 -2.09626
O: -0.67136 0.02109 -1.94918
H: 0.87391 -2.64079 -1.23930
H: -1.04995 -2.62654 -3.10978
H: -1.76136 -2.14444 -1.73020
H: 1.04298 0.18148 0.58237
H: 2.27134 -0.83578 -0.73047
H: 1.73645 0.80752 -1.15927

Cartesian forces, eV/Å:
C 1.92 -1.81 0.91
N -0.91 -0.49 -0.79
C -1.41 2.55 0.45
C 0.30 -0.37 -0.15
H -0.11 0.59 0.74
H 0.14 0.03 -0.12
H 0.08 -0.15 -0.02
H -0.11 0.22 -0.08
H 0.18 -0.20 0.04
H -0.24 0.21 0.03
H 0.09 -0.19 -0.05
C 0.35 0.97 2.15
N 0.01 0.15 -0.08
C -1.59 -0.31 0.04
N 0.14 0.19 -0.08
O 0.88 -0.63 -0.06
H -0.06 0.14 0.00
H 0.01 0.04 0.14
H 0.14 -0.02 -0.04
H 0.28 -0.79 -2.91
H -0.05 -0.12 0.04
H -0.04 0.00 -0.15

Results
E_LUMO = 0.145 eV
total charge = 0
F_max = 3.026 eV/A
DFT total energy = -11909.6266 eV
highest occupied orbital energy = -8.01 eV
HOMO-LUMO gap = 8.15 eV

These are the Mulliken partial charges, in e, on atoms 1 to 4: number 1, C, carries -0.698; number 2, N, carries -0.378; number 3, C, carries -0.285; number 4, C, carries -0.571



# C5H13N3O2

2 unconnected molecules or ions with the total composition C5H13N3O2 (ωB97M-V with the def2-TZVPD basis set, the OMol25 dataset).

Atoms and positions in Å:
C: -2.04724 1.34755 2.34781
C: -1.90131 -0.05301 3.07167
C: -1.95137 1.08812 -0.26872
N: -1.53393 1.18453 0.93083
N: -3.27191 0.92135 -0.92321
N: -0.87251 1.00767 -1.22990
H: -3.04232 1.64817 2.23661
H: -1.23781 1.96904 3.02258
H: -2.58204 -0.52437 3.61453
H: -1.11332 -0.22646 3.66211
H: 1.65880 -1.62301 -1.14747
H: -3.75656 1.62512 -0.39477
H: -3.47912 -0.12137 -0.96019
H: -0.11742 1.81504 -1.14929
H: -1.01137 0.66396 -2.14783
H: -1.45264 -0.77757 2.24116
C: 4.53784 -1.67468 -1.76782
C: 3.20384 -0.99621 -1.87093
O: 2.21421 -2.00582 -1.80436
O: 3.09089 0.15911 -2.06877
H: 5.23122 -1.48216 -2.70178
H: 4.33963 -2.80850 -1.65961
H: 5.09446 -1.13650 -1.03263

Cartesian forces, eV/Å:
C 3.42 -1.54 0.12
C 2.07 0.16 -6.79
C 1.92 -1.01 -0.57
N 0.09 0.77 0.77
N 2.50 -0.88 0.76
N 1.65 2.59 1.71
H -1.49 1.01 0.96
H -2.53 -0.54 -2.30
H -4.19 -1.54 1.59
H 3.56 0.96 2.65
H -1.89 0.26 0.68
H -1.77 -0.86 0.11
H -0.55 2.27 0.66
H -2.25 -2.74 -0.12
H -0.62 0.21 -0.76
H -1.75 1.06 1.23
C 0.89 -1.55 -2.40
C 1.63 -2.67 -1.25
O 1.13 1.59 -0.12
O -1.41 1.13 0.30
H -1.75 -0.42 1.42
H 0.97 2.03 0.26
H 0.37 -0.30 1.11

Results
E_LUMO = 0.651 eV
total charge = 0
F_max = 7.104 eV/A
DFT total energy = -13957.4749 eV
highest occupied orbital energy = -8.59 eV
HOMO-LUMO gap = 9.24 eV
SMILES = CCN=C(N)N.CC(=O)O

These are the Mulliken partial charges, in e, on atoms 1 to 4: number 1, C, carries -0.227; number 2, C, carries -1.164; number 3, C, carries 0.354; number 4, N, carries -0.507



# C5H13N3P

A gas-phase ion, C5H13N3P (charge +1) (ωB97M-V with the def2-TZVPD basis set, the OMol25 dataset).

Atoms and positions in Å:
C: -0.28572 0.09106 -1.43710
C: -0.95998 0.69405 0.65392
C: 2.48054 -1.20187 -0.48176
C: 1.40092 1.35037 0.15493
C: -2.98996 -0.72706 0.51630
N: -1.20062 -0.67880 -1.08637
N: -1.68110 -0.40330 0.09151
N: -0.01265 1.07214 -0.34949
P: 2.54461 0.06204 0.89509
H: 3.04337 -1.98965 -0.02223
H: 0.30497 -0.12238 -2.34140
H: -1.47752 1.53267 0.92782
H: -0.31900 0.26398 1.56480
H: 2.95257 -1.01453 -1.52704
H: 1.46696 -1.57990 -0.63620
H: 2.11657 1.67774 -0.62751
H: 1.27390 2.21889 0.79887
H: -3.03942 -1.63947 1.12710
H: -3.40450 0.11534 1.09440
H: -3.80316 -0.87332 -0.16215
H: -0.23246 1.90645 -0.81793
H: 1.82169 -0.75445 1.66442

Cartesian forces, eV/Å:
C 1.57 -1.29 -1.05
C 2.49 -2.77 3.28
C 0.40 0.44 -1.44
C 0.89 -0.22 0.54
C -1.72 -0.38 2.03
N -1.22 -1.26 -1.44
N -0.29 0.54 0.10
N 2.42 -0.37 -1.87
P 1.02 0.81 -2.19
H 0.40 -0.76 -0.01
H -0.08 0.85 0.75
H -1.82 1.84 0.98
H -1.35 1.23 -1.54
H -0.66 0.16 2.01
H 0.21 0.02 0.03
H -1.09 -0.02 -0.26
H 0.06 -0.09 0.22
H 0.34 0.34 0.16
H 0.48 -0.31 0.23
H 0.27 0.00 -1.61
H -0.78 1.94 -0.30
H -1.55 -0.71 1.39

Results
E_LUMO = -3.118 eV
total charge = +1
F_max = 4.965 eV/A
DFT total energy = -19144.7702 eV
highest occupied orbital energy = -12.97 eV
HOMO-LUMO gap = 9.85 eV
SMILES = CPC[N@H+]1C=NN(C)C1

These are the Mulliken partial charges, in e, on atoms 1 to 4: number 1, C, carries -0.469; number 2, C, carries -0.571; number 3, C, carries -0.945; number 4, C, carries -0.807



# C5H13NO

2 unconnected molecules or ions with the total composition C5H13NO (ωB97M-V with the def2-TZVPD basis set, the OMol25 dataset).

Atoms and positions in Å:
C: -2.39108 -1.17918 -0.68751
N: -1.67763 0.17756 -0.65721
C: -0.23586 0.06039 -0.44375
C: 0.64890 1.17004 -0.57084
C: 2.18040 0.99272 -0.68474
C: 0.22187 -1.21870 0.26548
H: -2.37788 -1.71728 0.34421
H: -1.70870 -1.77874 -1.37588
H: -3.41889 -0.96184 -1.16715
H: -1.95588 0.90529 -1.38010
H: 0.31392 2.14471 -0.69486
H: 2.53389 1.16438 -1.71870
H: 2.56752 0.22971 -0.11086
H: 2.50722 1.89154 -0.07135
H: -0.11726 -2.19579 -0.17185
H: 1.36024 -1.21806 0.22899
H: -0.15348 -1.12282 1.34754
H: 0.05159 1.26915 3.00393
H: 0.87879 0.79417 1.76977
O: 0.77234 0.59277 2.77489

Cartesian forces, eV/Å:
C 0.82 1.17 -0.89
N 1.04 -0.22 0.38
C -0.14 2.05 -0.74
C -0.36 -4.92 0.50
C -1.81 4.31 0.58
C 0.67 0.05 0.10
H -0.42 1.28 -1.76
H -1.46 0.07 0.51
H 1.51 -0.77 1.06
H 0.56 -1.83 1.38
H -0.97 1.49 -0.63
H 0.08 -0.64 0.40
H 0.94 -2.09 0.41
H 0.30 -0.65 -0.88
H 0.26 1.10 0.38
H -1.61 -0.20 0.39
H 0.60 -0.36 -1.25
H 1.35 -1.34 -0.38
H -0.25 -0.37 1.97
O -1.11 1.89 -1.53

Results
E_LUMO (spin up / spin down) = 4.036 / 4.091 eV
total charge = -1
F_max = 4.958 eV/A
2S+1 = 2
DFT total energy = -8929.9542 eV
highest occupied orbital energy (spin up / spin down) = 1.17 / -3.81 eV
HOMO-LUMO gap (spin up / spin down) = 2.87 / 7.90 eV
expectation value of S² = 0.75

These are the Mulliken partial charges, in e, on atoms 1 to 4: number 1, C, carries -1.620; number 2, N, carries -0.206; number 3, C, carries -0.106; number 4, C, carries -0.938



Energy relative to the best compared isomer or geometry (same formula, charge and spin) for every record listed, in sequence, given in kJ/mol: 269.0; 136.7; 481.5; 439.9; 111.0; 270.7.